1.
Entry from the Open Molecules 2025 dataset: the molecule C16H19NO (ωB97M-V with the def2-TZVPD basis set).

Values from the calculation:
Charge: 0
DFT total energy in hartree: -751.0901
SMILES: Cc1ccc(C)c(NCc2ccccc2CO)c1
Highest occupied orbital energy in eV: -7.5
F_max in eV/Å: 0.57
Energy above the lowest of the compared OMol25 structures with the same formula, charge and spin in kcal/mol: 17.3
Multiplicity: 1
Kohn-Sham gap in Ha: 0.3028

Bonds (Å) are listed after each position.
Positions of all 37 atoms, in Å:
1 C -1.74287 -3.14523 -0.37482  C2 1.500, H19 1.091, H20 1.088, H21 1.088
2 C -2.14032 -1.70834 -0.21191  C1 1.500, C3 1.386, C18 1.387
3 C -3.45276 -1.30171 -0.39620  C2 1.386, C4 1.385, H22 1.080
4 C -3.78649 0.03562 -0.26408  C3 1.385, C5 1.383, H23 1.082
5 C -2.84038 0.99242 0.05469  C4 1.383, C6 1.503, C7 1.406
6 C -3.23401 2.43714 0.18664  C5 1.503, H24 1.092, H25 1.087, H26 1.091
7 C -1.50817 0.58672 0.25070  C5 1.406, N8 1.381, C18 1.393
8 N -0.53993 1.53178 0.52717  C7 1.381, C9 1.443, H27 1.006
9 C 0.76331 1.16640 1.02629  N8 1.443, C10 1.513, H28 1.098, H29 1.096
10 C 1.70688 0.69983 -0.06118  C9 1.513, C11 1.387, C15 1.397
11 C 1.38684 0.88508 -1.39849  C10 1.387, C12 1.383, H30 1.079
12 C 2.24300 0.46661 -2.40054  C11 1.383, C13 1.383, H31 1.080
13 C 3.44003 -0.14356 -2.07280  C12 1.383, C14 1.383, H32 1.080
14 C 3.76931 -0.33055 -0.74219  C13 1.383, C15 1.388, H33 1.081
15 C 2.91739 0.08744 0.27033  C10 1.397, C14 1.388, C16 1.508
16 C 3.30957 -0.13614 1.70925  C15 1.508, O17 1.417, H34 1.098, H35 1.102
17 O 2.42503 -1.07192 2.30128  C16 1.417, H36 0.962
18 C -1.18073 -0.76018 0.10839  C2 1.387, C7 1.393, H37 1.079
19 H -1.29132 -3.29816 -1.35567  C1 1.091
20 H -2.60736 -3.79999 -0.29220  C1 1.088
21 H -1.00922 -3.42944 0.37679  C1 1.088
22 H -4.21548 -2.02499 -0.64521  C3 1.080
23 H -4.81292 0.34264 -0.41186  C4 1.082
24 H -3.04907 2.80656 1.19763  C6 1.092
25 H -4.29376 2.55751 -0.02391  C6 1.087
26 H -2.67496 3.05986 -0.51296  C6 1.091
27 H -0.88991 2.42188 0.83748  N8 1.006
28 H 0.68675 0.37654 1.78540  C9 1.098
29 H 1.20294 2.04889 1.50477  C9 1.096
30 H 0.44923 1.35619 -1.64995  C11 1.079
31 H 1.97395 0.61592 -3.43579  C12 1.080
32 H 4.11452 -0.47652 -2.84766  C13 1.080
33 H 4.70342 -0.80944 -0.48456  C14 1.081
34 H 4.34070 -0.51249 1.74961  C16 1.098
35 H 3.27160 0.81874 2.25823  C16 1.102
36 H 2.72481 -1.26405 3.19533  O17 0.962
37 H -0.15963 -1.08108 0.24199  C18 1.079

2.
Entry from the Open Molecules 2025 dataset: a 3-piece molecular cluster, C16H19NO14S2 overall at a distorted geometry (ωB97M-V with the def2-TZVPD basis set).

Values from the calculation:
Charge: 0
DFT total energy in hartree: -2525.4315
SMILES: O=C(O)CCN1C(=O)c2ccc(COO)cc2C1=O.O=S1(=O)OCCO1.O=S1(=O)OCCO1
Highest occupied orbital energy in eV: -9.5
F_max in eV/Å: 3.24
Multiplicity: 1
Kohn-Sham gap in Ha: 0.3269

Bonds (Å) are listed after each position.
Positions of all 52 atoms, in Å:
1 O 3.13126 -0.64378 1.70708  C2 1.201
2 C 2.70677 -0.64346 0.58317  O1 1.201, O3 1.389, C4 1.569
3 O 3.41248 -1.33401 -0.39438  C2 1.389, H20 0.976
4 C 1.37198 0.13710 0.31955  C2 1.569, C5 1.586, H21 1.112, H22 1.120
5 C 1.11244 0.45829 -1.21186  C4 1.586, N6 1.471, H23 1.119, H24 1.127
6 N -0.27872 0.29577 -1.66164  C5 1.471, C7 1.411, C18 1.420
7 C -0.87301 -0.96784 -1.45836  N6 1.411, O8 1.203, C9 1.554
8 O -0.37888 -2.06344 -1.41103  C7 1.203
9 C -2.37977 -0.62748 -1.29132  C7 1.554, C10 1.445, C17 1.457
10 C -3.48340 -1.51434 -1.00115  C9 1.445, C11 1.453, H25 1.110
11 C -4.81123 -0.93166 -0.90971  C10 1.453, C12 1.473, H26 1.107
12 C -4.97911 0.51384 -1.13974  C11 1.473, C13 1.580, C16 1.457
13 C -6.45257 1.07985 -1.06769  C12 1.580, O14 1.432, H27 1.115, H28 1.125
14 O -7.25456 0.18406 -0.28902  C13 1.432, O15 1.396
15 O -7.98310 -0.60708 -1.17878  O14 1.396, H29 0.975
16 C -3.85138 1.39097 -1.42344  C12 1.457, C17 1.444, H30 1.109
17 C -2.53130 0.80923 -1.48349  C9 1.457, C16 1.444, C18 1.554
18 C -1.12815 1.43131 -1.72752  N6 1.420, C17 1.554, O19 1.195
19 O -0.84689 2.57885 -1.90427  C18 1.195
20 H 2.77346 -1.87175 -0.90036  O3 0.976
21 H 0.56976 -0.45369 0.81303  C4 1.112
22 H 1.39919 1.11700 0.86125  C4 1.120
23 H 1.54222 1.46331 -1.45318  C5 1.119
24 H 1.71790 -0.28115 -1.80952  C5 1.127
25 H -3.24643 -2.58916 -0.85646  C10 1.110
26 H -5.65153 -1.61004 -0.66841  C11 1.107
27 H -6.43354 2.11612 -0.65541  C13 1.115
28 H -6.92552 1.12102 -2.08765  C13 1.125
29 H -7.85216 -1.51776 -0.85694  O15 0.975
30 H -3.98415 2.47982 -1.58497  C16 1.109
31 O -3.30822 1.48141 1.59724  S32 1.420
32 S -2.07614 0.88327 1.97205  O31 1.420, O33 1.428, O34 1.613, O37 1.613
33 O -0.90752 0.94181 1.15371  S32 1.428
34 O -2.35776 -0.65776 2.35687  S32 1.613, C35 1.431
35 C -1.93871 -0.90326 3.70285  O34 1.431, C36 1.516, H38 1.093, H39 1.089
36 C -2.08813 0.42847 4.41256  C35 1.516, O37 1.430, H40 1.088, H41 1.093
37 O -1.68394 1.40386 3.44783  S32 1.613, C36 1.430
38 H -0.89457 -1.22556 3.68179  C35 1.093
39 H -2.54864 -1.68332 4.15495  C35 1.089
40 H -1.47237 0.49434 5.30723  C36 1.088
41 H -3.13127 0.62350 4.67457  C36 1.093
42 O 10.03949 -0.90490 -1.11877  S43 1.423
43 S 8.86321 -0.48298 -1.79838  O42 1.423, O44 1.421, O45 1.616, O48 1.615
44 O 8.78719 -0.39399 -3.21501  S43 1.421
45 O 8.39346 0.92630 -1.16300  S43 1.616, C46 1.430
46 C 7.06243 0.80590 -0.65409  O45 1.430, C47 1.515, H49 1.093, H50 1.089
47 C 6.91836 -0.65126 -0.26370  C46 1.515, O48 1.431, H51 1.089, H52 1.093
48 O 7.62304 -1.37531 -1.27645  S43 1.615, C47 1.431
49 H 6.36614 1.07217 -1.45346  C46 1.093
50 H 6.91555 1.47616 0.19112  C46 1.089
51 H 5.87785 -0.96779 -0.21636  C47 1.089
52 H 7.40293 -0.85299 0.69518  C47 1.093

3.
Entry from the Open Molecules 2025 dataset: the molecule C16H19NO2S2 (ωB97M-V with the def2-TZVPD basis set).

Values from the calculation:
Charge: 0
DFT total energy in hartree: -1622.7071
SMILES: O=C(CCSc1ccccc1)NCCSCc1ccco1
Highest occupied orbital energy in eV: -8.1
F_max in eV/Å: 0.99
Energy above the lowest of the compared OMol25 structures with the same formula, charge and spin in kcal/mol: 1.4
Multiplicity: 1
Kohn-Sham gap in Ha: 0.3202

Bonds (Å) are listed after each position.
Positions of all 40 atoms, in Å:
1 O 1.28119 -0.44633 -2.54993  C2 1.212
2 C 1.82174 -0.47522 -1.46568  O1 1.212, C3 1.521, N12 1.355
3 C 1.82272 0.70440 -0.50605  C2 1.521, C4 1.525, H22 1.090, H23 1.091
4 C 0.65850 0.49705 0.45713  C3 1.525, S5 1.821, H24 1.091, H25 1.090
5 S 0.40086 1.91176 1.57483  C4 1.821, C6 1.772
6 C -0.18245 3.20933 0.51770  S5 1.772, C7 1.387, C11 1.392
7 C -0.69339 3.00754 -0.75618  C6 1.387, C8 1.385, H26 1.078
8 C -1.13659 4.09236 -1.49375  C7 1.385, C9 1.383, H27 1.080
9 C -1.08507 5.37203 -0.97065  C8 1.383, C10 1.386, H28 1.080
10 C -0.58518 5.56907 0.30708  C9 1.386, C11 1.380, H29 1.080
11 C -0.13308 4.49554 1.04785  C6 1.392, C10 1.380, H30 1.080
12 N 2.45089 -1.57257 -0.98107  C2 1.355, C13 1.444, H31 1.008
13 C 2.28495 -2.86223 -1.60901  N12 1.444, C14 1.526, H32 1.092, H33 1.093
14 C 0.97978 -3.52269 -1.17339  C13 1.526, S15 1.831, H34 1.090, H35 1.090
15 S 0.95595 -3.74718 0.64340  C14 1.831, C16 1.842
16 C -0.85904 -3.92597 0.90440  S15 1.842, C17 1.477, H36 1.089, H37 1.089
17 C -1.58424 -2.65402 0.70718  C16 1.477, C18 1.368, O21 1.351
18 C -2.20285 -2.12117 -0.38998  C17 1.368, C19 1.416, H38 1.071
19 C -2.70552 -0.86023 0.01388  C18 1.416, C20 1.361, H39 1.071
20 C -2.35201 -0.71885 1.32002  C19 1.361, O21 1.342, H40 1.072
21 O -1.67304 -1.79497 1.74593  C17 1.351, C20 1.342
22 H 2.76286 0.77085 0.04219  C3 1.090
23 H 1.67552 1.62180 -1.07785  C3 1.091
24 H 0.84526 -0.34189 1.12907  C4 1.091
25 H -0.27039 0.30998 -0.08104  C4 1.090
26 H -0.75421 2.02205 -1.18986  C7 1.078
27 H -1.52623 3.92765 -2.48752  C8 1.080
28 H -1.43220 6.21133 -1.55414  C9 1.080
29 H -0.54192 6.56341 0.72617  C10 1.080
30 H 0.26260 4.63736 2.04223  C11 1.080
31 H 2.73865 -1.58270 -0.01480  N12 1.008
32 H 3.13881 -3.49267 -1.35427  C13 1.092
33 H 2.25451 -2.70043 -2.68977  C13 1.093
34 H 0.86177 -4.49911 -1.64360  C14 1.090
35 H 0.13938 -2.87687 -1.42804  C14 1.090
36 H -0.94915 -4.26475 1.93517  C16 1.089
37 H -1.20824 -4.69584 0.21840  C16 1.089
38 H -2.30794 -2.57296 -1.35576  C18 1.071
39 H -3.25154 -0.16296 -0.58780  C19 1.071
40 H -2.50960 0.07265 2.02528  C20 1.072